No. 1
{
  "formula": "C5H7IS",
  "method": "ωB97M-V/def2-TZVPD",
  "symbols": ["C", "C", "C", "C", "C", "S", "I", "H", "H", "H", "H", "H", "H", "H"],
  "xyz": [[-0.6383, 1.3825, 0.9822], [-0.4586, 2.1256, -0.0947], [0.5900, 0.4876, 1.2729], [1.4186, 0.4862, -0.0395], [0.3826, -1.2236, -1.6067], [1.0015, 1.8099, -1.0167], [3.3938, -0.0985, 0.1066], [-1.3952, 1.1600, 1.8061], [-1.1702, 2.7854, -0.6769], [1.1506, 0.9695, 2.0874], [0.3392, -0.5801, 1.6143], [0.8238, -1.8515, -0.8402], [0.8171, -1.5513, -2.6022], [-0.5634, -0.7713, -1.5690]],
  "forces_ev_per_a": [[0.58, -2.23, 2.10], [-1.68, 0.95, -1.60], [-0.20, -0.70, -0.94], [-0.64, -1.06, 0.94], [2.56, -1.48, -0.69], [0.01, 1.28, -0.25], [0.28, -0.07, -0.04], [0.38, 1.31, -1.80], [0.75, -0.66, 1.31], [0.18, -0.23, -0.07], [0.23, 1.49, -0.53], [-0.79, 0.00, 0.25], [-0.61, 1.09, 1.10], [-1.04, 0.32, 0.24]]
}

---

No. 2
{
  "formula": "C4H12ClNSi",
  "method": "ωB97M-V/def2-TZVPD",
  "symbols": ["C", "N", "Si", "Cl", "C", "C", "C", "H", "H", "H", "H", "H", "H", "H", "H", "H", "H", "H", "H"],
  "xyz": [[0.2469, 2.8706, -0.1881], [1.1209, 1.7870, 0.2298], [1.2888, 0.2017, -0.4874], [2.9994, -0.5690, 0.2485], [-0.3033, -1.0103, -0.1519], [-0.5450, -1.0323, 1.3548], [-0.2773, -2.3475, -0.9770], [-0.6225, 2.4970, -0.5549], [-0.0502, 3.5084, 0.6343], [0.6342, 3.5448, -1.0311], [1.6150, 1.7432, 1.1041], [1.5909, 0.2618, -1.8754], [-1.0126, -0.3356, -0.4969], [-0.1832, -2.0023, 1.6645], [-0.0465, -0.3252, 1.9657], [-1.6022, -0.9643, 1.4725], [0.6982, -3.0149, -0.7993], [-0.3597, -2.2612, -1.9929], [-1.0414, -2.8671, -0.5382]],
  "forces_ev_per_a": [[2.58, 1.60, 0.12], [0.35, -1.58, -0.79], [-2.34, -0.24, 0.63], [0.78, -0.47, 0.76], [4.20, 1.28, -0.70], [0.15, -2.11, -1.13], [3.80, 0.43, 3.53], [-2.74, -1.30, -1.13], [0.21, 0.17, 0.29], [0.03, -0.90, 1.21], [-0.17, 1.09, 0.29], [-0.09, 0.21, -1.26], [-1.74, 0.98, -1.38], [-0.16, -0.40, 0.65], [0.48, 1.04, 0.27], [-0.80, -0.08, 0.73], [-1.87, 1.65, -0.12], [-0.49, 0.56, -2.50], [-2.18, -1.92, 0.51]],
  "smiles": "CN[Si@@H](Cl)C(C)C"
}

---

No. 3
{
  "formula": "C27H28N2O5P2W",
  "method": "ωB97M-V/def2-TZVPD",
  "symbols": ["C", "C", "C", "C", "C", "C", "C", "C", "C", "C", "C", "C", "C", "H", "H", "H", "H", "H", "H", "H", "N", "W", "C", "H", "H", "C", "H", "H", "P", "P", "C", "H", "H", "H", "C", "H", "H", "H", "C", "H", "H", "H", "C", "H", "H", "H", "C", "O", "H", "O", "C", "O", "C", "C", "C", "C", "C", "C", "N", "O", "O", "H", "H", "H", "H"],
  "xyz": [[-1.5071, 3.4782, -3.9713], [-1.2822, 2.1780, -3.4922], [0.0372, 1.6727, -3.5362], [1.1095, 2.4463, -3.9992], [0.8758, 3.7927, -4.2904], [-0.4229, 4.2915, -4.3359], [2.4796, 1.8491, -4.1664], [2.5788, 0.3774, -3.8256], [1.4741, -0.3318, -3.3449], [1.4561, -1.7534, -3.3028], [2.6173, -2.4321, -3.6852], [3.7768, -1.7252, -4.0121], [3.7674, -0.3290, -4.0243], [-2.5299, 3.8663, -4.0026], [1.7324, 4.4359, -4.4929], [-0.6050, 5.3335, -4.6336], [2.7335, 1.9227, -5.2372], [2.5949, -3.5219, -3.7186], [4.6877, -2.2706, -4.2680], [4.6700, 0.2388, -4.2078], [0.2860, 0.3900, -3.0168], [-0.1543, -0.3118, -1.2614], [-2.3863, 1.2944, -2.9042], [-2.4850, 0.3674, -3.4949], [-3.3399, 1.8441, -2.9274], [0.2096, -2.5172, -2.7971], [-0.6672, -2.2411, -3.4045], [0.3939, -3.6003, -2.9172], [-2.1698, 0.7899, -1.1381], [-0.2310, -2.5678, -0.9916], [1.1820, -3.3254, -0.1659], [1.0624, -3.1282, 0.9217], [1.1859, -4.4077, -0.3727], [2.1145, -2.8695, -0.5256], [-1.7268, -3.4694, -0.5714], [-1.5232, -4.5517, -0.5256], [-2.0313, -3.0963, 0.4271], [-2.5282, -3.2464, -1.2918], [-1.9428, 2.3781, -0.2974], [-2.9165, 2.8916, -0.2615], [-1.5697, 2.1954, 0.7199], [-1.2176, 2.9917, -0.8504], [-3.5980, -0.0654, -0.4500], [-3.3141, -0.4339, 0.5525], [-4.4385, 0.6456, -0.3807], [-3.8555, -0.9239, -1.0908], [0.6614, 0.1375, 0.4636], [1.2223, 0.4651, 1.4495], [3.2434, 2.4590, -3.6958], [0.2187, -2.4108, 2.5743], [-0.7805, -1.6571, 2.6850], [-1.6334, -1.3336, 1.8031], [-1.0071, -1.0467, 4.0628], [-1.8943, 0.0403, 4.2483], [-2.1325, 0.5651, 5.5178], [-1.4850, -0.0012, 6.6380], [-0.5984, -1.0843, 6.4671], [-0.3602, -1.5903, 5.1939], [-1.7205, 0.5312, 7.9360], [-2.5041, 1.5005, 8.0581], [-1.1345, 0.0142, 8.9160], [-2.4093, 0.4742, 3.3948], [-2.8111, 1.4009, 5.6665], [-0.1138, -1.5082, 7.3468], [0.3321, -2.4226, 5.0684]],
  "forces_ev_per_a": [[-0.09, -0.60, 0.44], [0.12, 0.10, 0.30], [0.05, 0.43, 0.38], [0.02, 0.39, 0.28], [-0.05, -0.24, -0.23], [-0.12, 0.12, 0.09], [-0.11, -0.32, -0.45], [0.47, -0.05, 0.49], [-0.08, -0.17, -1.00], [0.06, 0.18, 0.95], [-0.29, 0.05, 0.23], [-0.04, 0.08, 0.10], [-0.42, -0.17, -0.08], [0.41, -0.09, 0.01], [-0.28, -0.12, -0.18], [0.11, -0.56, 0.17], [-0.10, 0.00, 0.17], [0.15, 0.27, 0.05], [-0.30, 0.20, 0.13], [0.06, -0.13, -0.31], [-0.15, -1.40, -0.11], [0.71, 1.86, -2.20], [-0.42, 0.10, -0.40], [-0.17, 0.32, 0.09], [0.15, -0.24, -0.15], [0.03, -0.99, -0.96], [0.10, -0.26, 0.12], [-0.07, 0.29, -0.57], [-1.92, 1.70, 0.15], [0.95, -2.14, 0.70], [0.15, 0.04, 0.17], [-0.08, -0.13, -0.35], [-0.01, 0.32, 0.04], [-0.19, -0.14, 0.03], [-0.53, 0.10, -0.10], [-0.02, 0.40, -0.14], [0.27, -0.12, -0.35], [0.22, -0.21, 0.18], [0.04, 0.00, 0.36], [0.33, -0.08, 0.04], [-0.23, 0.18, -0.19], [-0.22, -0.14, 0.14], [-0.14, -0.11, -0.03], [-0.04, 0.14, -0.29], [0.23, -0.35, -0.08], [-0.05, 0.34, 0.23], [3.64, 1.99, 7.73], [-2.59, -1.46, -4.80], [0.13, 0.01, 0.41], [-1.15, 0.87, -0.76], [1.31, -0.50, 1.58], [0.31, 0.40, -1.72], [-0.42, 0.35, 0.82], [0.39, -0.48, 0.24], [0.39, -0.28, 0.53], [0.40, -0.88, -2.46], [-0.38, 0.54, 0.30], [-0.23, 0.18, -0.41], [-0.59, 1.38, 3.69], [1.46, -1.87, -0.62], [-1.04, 0.82, -2.24], [0.09, -0.16, 0.13], [0.16, -0.19, -0.01], [-0.14, 0.14, -0.29], [-0.24, 0.24, -0.03]],
  "multiplicity": 3,
  "charge": 2
}

---

No. 4
{
  "formula": "C23H26FFeNO2SSi",
  "method": "ωB97M-V/def2-TZVPD",
  "symbols": ["Fe", "C", "Si", "C", "C", "N", "C", "C", "C", "C", "C", "C", "F", "H", "H", "H", "H", "H", "H", "H", "H", "H", "H", "H", "H", "H", "C", "C", "O", "H", "H", "H", "O", "S", "C", "C", "C", "C", "C", "C", "C", "C", "C", "C", "C", "C", "H", "H", "H", "H", "H", "H", "H", "H", "H", "H"],
  "xyz": [[1.0862, 0.1165, 0.6758], [3.1910, -3.1342, -1.5719], [1.5556, -2.6193, -0.8063], [0.7384, -1.4687, -2.0465], [0.4373, -4.1123, -0.6184], [1.7487, -1.7305, 0.6661], [2.3842, -2.2497, 1.7786], [2.8976, -3.5527, 1.8974], [3.5194, -3.9979, 3.0556], [3.6648, -3.1711, 4.1570], [3.1733, -1.8717, 4.0825], [2.5645, -1.4655, 2.9242], [2.0914, -0.1771, 2.8575], [3.0187, -3.5844, -2.5530], [3.7563, -3.8482, -0.9729], [3.8200, -2.2522, -1.7161], [0.8589, -1.9026, -3.0424], [1.1962, -0.4746, -2.0716], [-0.3280, -1.3502, -1.8501], [0.1871, -4.5212, -1.6009], [-0.4948, -3.8154, -0.1319], [0.8801, -4.9143, -0.0274], [2.8005, -4.2316, 1.0622], [3.8953, -5.0129, 3.0913], [4.1511, -3.5212, 5.0567], [3.2582, -1.1761, 4.9066], [2.4777, 3.3186, 0.9422], [1.6224, 2.0874, 0.8480], [0.6399, 2.0339, 1.6288], [1.8583, 4.1840, 0.6831], [3.3416, 3.2810, 0.2834], [2.7999, 3.4399, 1.9795], [-0.9177, 0.2234, 0.0055], [-1.8346, 1.3240, 0.5201], [-1.4870, 2.7419, -0.5140], [-0.8326, 2.5620, -1.7202], [-0.5530, 3.6750, -2.4982], [-0.9259, 4.9410, -2.0653], [-1.5719, 5.1034, -0.8475], [-1.8488, 3.9979, -0.0571], [-3.4234, 0.8975, -0.1814], [-4.5623, 1.3579, 0.4589], [-5.8063, 1.0635, -0.0819], [-5.8949, 0.3025, -1.2376], [-4.7437, -0.1687, -1.8584], [-3.4974, 0.1278, -1.3324], [-0.5310, 1.5684, -2.0262], [-0.0363, 3.5541, -3.4410], [-0.7011, 5.8063, -2.6748], [-1.8456, 6.0923, -0.5048], [-2.3225, 4.1133, 0.9102], [-4.4790, 1.9357, 1.3716], [-6.7036, 1.4175, 0.4075], [-6.8653, 0.0663, -1.6535], [-4.8189, -0.7707, -2.7542], [-2.5891, -0.2381, -1.7928]],
  "forces_ev_per_a": [[-0.11, 0.18, -0.07], [0.01, 0.01, 0.00], [0.08, 0.04, -0.01], [-0.03, 0.01, -0.01], [-0.03, 0.00, -0.03], [0.13, -0.07, 0.05], [-0.03, -0.06, -0.06], [-0.03, 0.02, 0.04], [0.00, -0.04, -0.05], [-0.01, 0.07, 0.02], [0.02, -0.06, 0.02], [-0.01, 0.09, -0.06], [-0.01, -0.02, 0.01], [0.00, -0.01, 0.00], [0.00, 0.00, 0.01], [0.01, -0.01, 0.00], [-0.03, 0.02, -0.02], [0.02, -0.01, 0.01], [0.00, 0.01, 0.00], [0.00, -0.02, 0.00], [0.00, 0.00, 0.00], [0.01, -0.01, 0.01], [0.00, -0.03, -0.02], [0.00, 0.00, 0.00], [0.00, 0.00, 0.00], [0.00, 0.01, 0.00], [-0.08, 0.07, -0.15], [-0.01, -0.33, 0.32], [0.04, 0.18, -0.11], [0.02, 0.01, 0.01], [0.01, -0.02, 0.00], [0.00, 0.00, 0.00], [-0.01, 0.07, 0.14], [-0.01, -0.08, -0.10], [0.01, 0.00, 0.03], [0.00, -0.01, 0.00], [0.00, 0.00, 0.00], [0.00, -0.01, 0.00], [0.00, 0.01, 0.00], [0.01, -0.02, 0.01], [0.03, -0.02, -0.02], [0.02, 0.02, 0.01], [0.00, 0.00, 0.01], [0.01, 0.00, -0.01], [-0.01, 0.00, 0.00], [0.02, 0.01, 0.01], [0.01, 0.00, -0.01], [0.00, 0.00, 0.00], [0.00, 0.00, 0.00], [0.00, 0.00, 0.00], [0.00, 0.00, 0.00], [-0.01, 0.00, 0.00], [0.00, 0.00, 0.00], [0.00, 0.00, 0.00], [0.00, 0.00, 0.00], [0.00, 0.00, 0.00]],
  "multiplicity": 5
}

---

No. 5
{
  "formula": "CCl4O",
  "method": "ωB97M-V/def2-TZVPD",
  "symbols": ["C", "O", "Cl", "Cl", "Cl", "Cl"],
  "xyz": [[0.4517, 0.9653, 0.2690], [-0.4401, -1.8308, -0.9516], [-0.0370, 2.0101, -0.9979], [-0.5918, 0.6756, 1.5433], [2.0122, 0.3123, -0.1041], [-1.3949, -2.1325, 0.2413]],
  "forces_ev_per_a": [[0.80, 0.39, -1.61], [0.10, 0.14, -0.08], [-0.48, 0.07, 0.34], [0.52, -0.15, 0.17], [-0.76, -0.21, 1.15], [-0.18, -0.24, 0.05]]
}

---

No. 6
{
  "formula": "C4H3O2",
  "method": "ωB97M-V/def2-TZVPD",
  "symbols": ["C", "C", "C", "C", "O", "O", "H", "H", "H"],
  "xyz": [[-0.1849, -0.2879, 0.6613], [-1.3440, -0.1118, -0.1843], [-2.8578, 0.0658, 0.0976], [0.8353, 0.5125, 0.2183], [-3.2158, -1.0373, -0.2972], [-3.5402, 1.0131, 0.4243], [-0.1323, -0.7298, 1.7500], [-1.1200, -0.5822, -1.1221], [0.5783, 1.0671, -0.6787]],
  "forces_ev_per_a": [[0.31, -0.35, 2.16], [0.68, -0.39, 1.65], [0.78, 0.98, -1.08], [-1.22, -0.12, 0.99], [-0.40, -2.70, -0.24], [0.34, 1.33, 0.90], [-0.46, 0.64, -2.26], [-0.20, 0.78, -0.88], [0.16, -0.16, -1.23]],
  "charge": -1
}

---

What did we get for energy above the lowest of the compared OMol25 structures with the same formula, charge and spin? Answer: 3.6979, 1.7050, 0.0000, 0.0000, 2.7461, 2.6590 eV, in the order shown.
What did we get for largest force on an atom? Answer: 3.12, 5.21, 8.77, 0.46, 1.84, 2.74 eV/A, in the order shown.
What did we get for E? Answer: -24229.7610, -26233.6129, -62053.2833, -85675.7024, -53168.9510, -8288.1765 eV, in the order shown.